The following is a DFT calculation (ωB97M-V/def2-TZVPD) of an isolated ion of composition C5H9ClN and charge +1.

The total energy comes out at -710.44405 a.u. The net charge is +1. The orbital gap comes out at 9.5 eV. Its largest force on an atom is 6.473 eV Å⁻¹.

XYZ file:
```
16
C5H9ClN | the Open Molecules 2025 dataset | ωB97M-V/def2-TZVPD
C -1.1401 -1.4999 0.3996
C -1.5909 -0.3731 -0.1797
C 0.3703 -1.5350 0.2309
C 0.3921 -0.4080 -0.8177
C 1.0237 0.8708 -0.4977
N 0.2289 1.5656 0.6135
Cl -2.9424 0.6572 -0.4467
H -1.6349 -2.2595 0.9315
H 0.8873 -1.2064 1.0236
H 0.6502 -2.5744 -0.2317
H 0.3591 -0.5423 -1.9223
H 1.2116 1.3465 -1.4339
H 2.0862 0.8113 0.0259
H 0.2721 2.5735 0.5079
H 0.6197 1.4828 1.4857
H -0.7928 1.0907 0.3113
```

Atom charges from the Mulliken analysis, given in e for atoms 1 to 5:
1. C 0.001
2. C -0.369
3. C -0.656
4. C -0.069
5. C -0.661